Entry 1:
15
Properties=species:S:1:pos:R:3 method="wB97M-V/def2-TZVPD" homo_energy_ev="-17.067 / -17.068" total_charge=+2 relative_energy_kcal_mol=26.5 lumo_ev="-11.32 / -11.32"
O -0.76704 0.88209 -2.26671
C 0.22329 0.20395 -1.90146
Al -0.47773 -0.09331 0.48153
C -0.46576 1.10675 2.18930
O -0.35043 1.60799 3.21557
C -0.47124 -1.69295 -0.81460
O -0.34672 -2.76709 -1.23466
C 0.97499 0.75013 -0.69698
O 1.98046 1.40397 -0.57281
C -2.11588 1.01796 -0.38694
O -2.98899 1.55119 -0.89450
H 0.74150 -0.61178 -2.50125
O 1.16180 -1.07937 1.46732
H 0.96878 -1.72965 2.15587
H 1.93296 -0.54987 1.76032

Entry 2:
47
Properties=species:S:1:pos:R:3 method="wB97M-V/def2-TZVPD" homo_energy_ev=-11.211 total_charge=+1 relative_energy_kcal_mol=0.0 lumo_ev=-5.74
C -3.46347 -0.06578 3.25139
C -1.99652 0.09889 2.88202
C -1.48746 1.52080 3.08656
C -0.00123 1.62750 2.77343
O 0.76004 0.79038 3.63635
C 2.11349 0.81466 3.35324
C 3.02222 0.28789 4.16653
H -3.81773 -1.08802 3.09850
H -3.63487 0.18541 4.29989
H -4.09662 0.59183 2.65238
H -1.37224 -0.58126 3.47725
H -1.83010 -0.20054 1.83830
H -2.07377 2.21996 2.47887
H -1.66289 1.81796 4.12710
H 0.19588 1.31934 1.73956
H 0.36396 2.65557 2.89278
H 2.41694 1.28687 2.42633
H 4.07152 0.31287 3.94662
H 2.71278 -0.16008 5.09003
C 4.41906 -2.75520 2.23104
C 3.24374 -3.51676 1.93880
C 2.40343 -3.97077 2.97186
C 1.27917 -4.71017 2.68586
C 0.95618 -5.01326 1.37549
C 1.76072 -4.57667 0.34225
C 2.88593 -3.84147 0.61663
C 5.32808 -2.35238 1.27439
C 6.46425 -1.60794 1.50726
C 7.36369 -1.17113 0.48476
C 8.53349 -0.45979 0.80651
C 9.38639 -0.02188 -0.18115
C 9.10051 -0.27696 -1.51160
C 7.95999 -0.97910 -1.85609
C 7.10657 -1.42035 -0.87488
H 4.60825 -2.48271 3.25379
H 2.65588 -3.73821 3.99281
H 0.64774 -5.05643 3.48643
H 0.07382 -5.58792 1.15586
H 1.51146 -4.80500 -0.68119
H 3.49459 -3.50276 -0.20042
H 5.14443 -2.66723 0.26833
H 6.68075 -1.33627 2.52311
H 8.76230 -0.26002 1.83872
H 10.28099 0.52386 0.07701
H 9.76591 0.07240 -2.28452
H 7.73328 -1.17850 -2.89202
H 6.22178 -1.95622 -1.15916

Entry 3:
12
Properties=species:S:1:pos:R:3 method="wB97M-V/def2-TZVPD" homo_energy_ev=-8.836 relative_energy_kcal_mol=29.3 lumo_ev=-1.01
S 1.47197 -2.99686 1.06626
C 0.15028 -2.10413 0.69933
C 0.28449 -0.70865 0.45914
C -0.57615 0.05031 -0.25021
C -0.62244 1.48162 -0.28778
S 0.74821 2.25189 -1.27819
H -0.80805 -2.46829 0.35613
H 1.15715 -0.22080 0.92535
H -1.33076 -0.48082 -0.80366
H -1.53663 1.81944 -0.81292
H -0.73736 1.88822 0.74810
H 1.79926 1.48805 -0.82153

Entry 4:
103
Properties=species:S:1:pos:R:3 method="wB97M-V/def2-TZVPD" spin_multiplicity=2 homo_energy_ev="-10.255 / -10.256" total_charge=+1 relative_energy_kcal_mol=44.5 lumo_ev="-2.30 / -2.81"
Ru -0.70161 0.44418 -0.28580
C -3.10213 -1.42590 1.85391
C -4.07457 -0.34114 1.38227
S -3.46998 0.60887 -0.03806
C -3.48467 2.31721 0.54824
C -2.58667 2.59971 1.73152
S -0.83614 2.20646 1.41524
C -0.41137 1.38141 2.96452
C -1.22870 0.13770 3.29511
S -1.35592 -0.99893 1.87734
H -3.17373 -2.30666 1.21871
H -3.36569 -1.76163 2.85759
H -4.30542 0.35477 2.18874
H -5.01294 -0.81496 1.09593
H -4.50926 2.61978 0.76592
H -3.14749 2.88039 -0.32286
H -2.91112 2.05085 2.61421
H -2.63361 3.66134 1.97341
H -0.45756 2.10026 3.78337
H 0.63127 1.09228 2.82476
H -2.23484 0.36842 3.64321
H -0.72284 -0.39345 4.10162
C 4.52837 1.94161 -2.33473
C 3.68684 0.87608 -3.02215
N 2.39857 1.40720 -3.47231
C 2.40425 2.02368 -4.80647
C 1.98088 1.03704 -5.88213
C 1.28784 1.38529 -2.72603
S 1.42338 0.67241 -1.15928
N 0.20218 1.89234 -3.34842
C -0.96281 2.10719 -2.77720
O -1.28627 1.91436 -1.56435
C -2.01816 2.69034 -3.65685
C -3.36328 2.55041 -3.32444
C -4.34749 3.08236 -4.14397
C -3.99179 3.76907 -5.29687
C -2.65214 3.90808 -5.63605
C -1.66918 3.36521 -4.82401
H 5.47819 1.52054 -2.00408
H 4.00460 2.33587 -1.46238
H 4.74344 2.76879 -3.01266
H 3.51156 0.03111 -2.36073
H 4.19373 0.49456 -3.90980
H 3.42108 2.37729 -4.97858
H 1.74858 2.88858 -4.79639
H 2.60011 0.13843 -5.85876
H 2.07884 1.48692 -6.87070
H 0.93898 0.75070 -5.73566
H -3.64227 1.99113 -2.44080
H -5.39100 2.95834 -3.88546
H -4.75825 4.19051 -5.93439
H -2.37341 4.43975 -6.53643
H -0.62400 3.46444 -5.08109
C 4.13407 -2.79201 1.49518
Si 2.64491 -2.18342 2.46291
C 3.04670 -2.23381 4.29184
C 1.26828 -3.41804 2.14346
C 2.21572 -0.45878 1.84930
Si 3.32220 1.02884 2.09786
C 4.92486 0.73151 1.16913
C 2.60941 2.68982 1.57652
C 3.74155 1.19657 3.91834
H 4.33934 -3.83292 1.75882
H 5.03310 -2.21270 1.70682
H 3.95486 -2.74760 0.41755
H 3.00113 -3.26672 4.64634
H 2.34297 -1.64615 4.88716
H 4.05052 -1.86284 4.50305
H 1.70906 -4.41773 2.10027
H 0.75811 -3.24278 1.19536
H 0.51292 -3.42266 2.93142
H 1.44062 -0.48515 1.05721
H 4.74192 0.42334 0.13674
H 5.52732 -0.04115 1.64894
H 5.51699 1.65001 1.15442
H 1.77736 2.63000 0.87584
H 3.39925 3.26477 1.08565
H 2.28523 3.26407 2.44891
H 4.26030 0.32666 4.32062
H 2.85234 1.37020 4.53182
H 4.39770 2.06169 4.04928
C -1.42076 -2.40283 -1.06222
N -1.76335 -3.54025 -1.88522
C -0.58139 -3.91659 -2.66653
N -0.13666 -2.80528 -3.50367
C 0.19362 -1.66737 -2.66835
N -0.97270 -1.19928 -1.83330
C -2.07229 -0.89130 -2.81508
N -2.41299 -2.02435 -3.65150
C -2.83022 -3.14120 -2.80752
C -1.22552 -2.42953 -4.40652
H -0.62083 -2.67358 -0.37260
H -2.30557 -2.10071 -0.50644
H -0.82467 -4.77084 -3.29836
H 0.22221 -4.20184 -1.98532
H 0.50247 -0.84684 -3.31112
H 1.00844 -1.92261 -1.99332
H -1.72836 -0.07957 -3.45391
H -2.94966 -0.56690 -2.26253
H -3.09440 -3.99017 -3.43794
H -3.71110 -2.84781 -2.23171
H -0.90137 -1.60032 -5.03771
H -1.47600 -3.27829 -5.04308

Entry 5:
120
Properties=species:S:1:pos:R:3 method="wB97M-V/def2-TZVPD" homo_energy_ev=-10.468 lumo_ev=0.29
C -1.20828 -4.37971 -1.00044
C -2.76641 -4.44069 -0.69954
O -3.41523 -4.92430 -1.93998
S -2.40316 -4.79642 -3.21108
O -2.92875 -3.81410 -4.06558
O -2.29541 -6.14457 -3.65544
O -1.11692 -4.17137 -2.48249
H -0.57452 -5.24631 -0.74460
H -0.66533 -3.47513 -0.59537
H -3.15938 -3.45111 -0.47914
H -2.94450 -5.18812 0.12570
C 0.64896 -1.54860 -4.60929
C 1.38634 -0.61697 -5.59320
O 0.34572 -0.40008 -6.63360
S -1.02919 -0.15136 -5.91934
O -2.14093 -0.72233 -6.63294
O -1.10251 1.17515 -5.47111
O -0.71809 -1.00549 -4.66147
H 1.10022 -1.50202 -3.62582
H 0.58156 -2.58056 -5.02859
H 2.25973 -1.04388 -6.12747
H 1.65688 0.38323 -5.25742
C 0.82936 3.08134 6.99265
C 1.89124 2.20134 6.25022
O 1.15593 1.35344 5.30972
S -0.38510 1.77134 5.17088
O -1.18500 0.55067 5.22383
O -0.40208 2.78888 4.18017
O -0.45452 2.42351 6.66417
H 0.81267 4.09355 6.60118
H 0.85661 3.01913 8.05624
H 2.50470 1.50120 6.89267
H 2.56678 2.77228 5.64480
C 3.90217 -1.85706 -2.66154
C 5.26007 -1.50272 -2.11398
O 5.47551 -0.09083 -2.31424
S 4.11169 0.53204 -2.84806
O 4.15862 0.63142 -4.28265
O 3.89079 1.73589 -2.13526
O 3.18578 -0.65763 -2.37751
H 3.49631 -2.69095 -2.13925
H 3.80519 -1.98129 -3.75358
H 6.05130 -2.07330 -2.51626
H 5.13941 -1.72511 -1.06109
C -1.18906 0.62724 0.98478
C 0.24885 0.24328 1.43962
O 0.94813 0.42017 0.18831
S 0.13782 -0.03953 -1.03759
O 0.23605 -1.48019 -1.36619
O 0.52045 0.87638 -2.07089
O -1.25257 0.11926 -0.36027
H -1.42136 1.71421 0.85045
H -2.10296 0.22433 1.53079
H 0.37041 -0.71893 1.87994
H 0.76584 0.95986 2.10151
C -1.32568 4.40669 -4.12822
C -0.37407 3.34711 -3.42360
C 0.96839 3.97881 -3.03041
O 0.90437 4.35430 -1.60207
C -0.16876 3.68808 -1.12400
O -0.39107 3.54850 0.05421
O -0.94575 3.10210 -2.05653
H -1.99771 4.86399 -3.30768
H -1.97050 3.83148 -4.88736
H -0.67317 5.16678 -4.62893
H -0.34828 2.37419 -3.95255
H 1.17330 4.91314 -3.52818
H 1.76831 3.19096 -2.99529
C 1.93996 4.97464 1.54701
C 2.03496 3.50980 1.85518
C 2.99039 2.71312 0.94662
O 3.83922 1.98716 1.89487
C 3.64479 2.39210 3.17406
O 4.25641 1.96496 4.09739
O 2.51465 3.20813 3.25492
H 1.50031 5.49893 2.42320
H 1.21515 5.14756 0.75188
H 2.84944 5.50213 1.18239
H 0.99957 2.99608 1.87865
H 3.59052 3.36526 0.34081
H 2.46524 1.97145 0.21289
C -3.95341 0.23155 4.00047
C -3.58185 -1.21785 3.92535
C -4.54575 -2.12887 3.24006
O -3.64324 -3.16180 2.69118
C -2.44183 -2.52097 2.47663
O -1.53502 -2.87528 1.76875
O -2.38912 -1.35441 3.09267
H -3.72070 0.79270 3.01662
H -3.56316 0.66900 4.89309
H -5.07200 0.36758 4.00451
H -3.31130 -1.53900 4.96595
H -5.02832 -1.50358 2.48388
H -5.31657 -2.59609 3.80753
C 1.44382 -2.20137 4.11724
C 2.78839 -2.19408 3.47106
C 3.63555 -3.48427 3.38295
O 4.05804 -3.51995 2.00774
C 3.40103 -2.61997 1.30257
O 3.40459 -2.61135 0.10410
O 2.63129 -1.78936 2.04706
H 1.14852 -1.18359 4.33549
H 1.53188 -2.79569 5.02231
H 0.81675 -2.62425 3.32057
H 3.41717 -1.44437 3.98912
H 3.08528 -4.42612 3.65150
H 4.48283 -3.38762 4.07272
C -4.79904 -0.89243 -4.01809
C -3.73056 -0.88686 -2.98249
C -3.28275 0.52047 -2.57316
O -3.74184 0.68126 -1.23173
C -4.02780 -0.50374 -0.73931
O -4.16578 -0.70238 0.41912
O -4.13601 -1.47469 -1.64540
H -4.60372 -1.83176 -4.62730
H -4.61431 -0.03449 -4.69508
H -5.81140 -0.86911 -3.58354
H -2.83817 -1.43706 -3.35080
H -3.67025 1.31734 -3.13237
H -2.22107 0.45656 -2.59553

Entry 6:
82
Properties=species:S:1:pos:R:3 method="wB97M-V/def2-TZVPD" spin_multiplicity=2 homo_energy_ev="-7.971 / -7.971" total_charge=+1 relative_energy_kcal_mol=217.8 lumo_ev="-4.43 / -4.43"
Yb -0.86095 1.80199 -2.58775
C -0.90938 -1.81101 0.69451
C 0.41023 -2.12052 0.25703
C 0.52345 -0.35980 1.74875
C -0.83284 -0.72088 1.60665
C 1.29644 -1.22726 0.91228
C -2.14226 -2.57612 0.38731
H -2.18094 -2.94442 -0.64645
H -3.05856 -2.00190 0.58553
H -2.15574 -3.46544 1.03602
C -1.96061 -0.15510 2.37022
H -2.86712 -0.75008 2.23163
H -2.20984 0.88338 2.10135
H -1.72429 -0.18157 3.44612
C 1.13622 0.64736 2.63469
H 0.77289 0.50802 3.66221
H 0.93785 1.68273 2.31669
H 2.22855 0.52610 2.67254
C 2.76100 -1.23868 0.75852
H 3.19975 -2.09462 1.30194
H 3.20890 -0.32758 1.16572
H 3.07335 -1.32861 -0.29896
C 0.79735 -3.14543 -0.72600
H 1.53780 -3.81161 -0.29485
H 1.25518 -2.69952 -1.61271
H -0.05932 -3.74063 -1.05675
C -1.25730 2.22592 -4.61763
C -1.81693 1.01744 -4.93574
C -1.58117 0.30243 -6.24033
C -0.12485 0.11491 -6.69317
C 0.96417 0.22314 -5.68401
C 1.53137 1.37575 -5.24650
C 1.10092 2.72922 -5.62233
C -0.43789 2.98148 -5.63625
H -2.10448 0.81544 -7.05965
H 0.09482 0.83992 -7.47777
H -2.07180 -0.69385 -6.22306
H -0.78661 2.82696 -6.67526
H -1.64220 2.91594 -3.83222
H -2.68231 0.59308 -4.43780
H -0.59748 4.06531 -5.44659
H 1.59701 3.49390 -5.00712
H 2.52956 1.31700 -4.79310
H 1.49793 2.86846 -6.63812
H 0.00469 -0.88590 -7.13488
H 1.44469 -0.73686 -5.41293
P -1.09896 -1.26400 -2.33024
C -2.54695 -0.12258 -2.04269
C -1.47851 -2.04022 -3.93890
P 1.76176 0.11537 -2.04602
C 0.25986 -0.17968 -3.02904
C 2.88999 -0.84724 -3.13154
C 2.28732 1.86833 -2.35841
H -2.67012 0.09054 -0.96480
H -3.42313 -0.68846 -2.39387
H -2.68386 0.80895 -2.63638
H -0.97403 -1.54086 -4.78438
H -2.56499 -2.00921 -4.09060
H -1.05871 -3.06529 -3.84774
H 1.71519 2.53155 -3.06898
H 3.32445 1.82303 -2.76785
H 2.33466 2.40805 -1.38159
H 0.09648 0.70087 -3.73720
H 0.47649 -0.82203 -3.87095
H 3.53323 -1.42876 -2.45084
H 3.47757 -0.13084 -3.71872
H 2.35390 -1.54333 -3.80570
C -1.34472 2.80796 3.46634
C -1.30566 3.63041 2.23816
C -1.43627 5.04788 2.29034
C -1.29341 5.52768 0.98494
C -1.06350 4.36527 0.16689
C -0.79241 4.38695 -1.29647
N -1.11193 3.23333 0.94048
H -2.36252 2.51225 3.76482
H -0.93891 3.40992 4.29271
H -0.73656 1.90817 3.45263
H -1.55483 5.57477 3.21422
H -1.33109 6.53638 0.59115
H -1.67510 3.98776 -1.86320
H -0.70418 5.38612 -1.73476
H 0.18635 3.89300 -1.49732

Entry 7:
16
Properties=species:S:1:pos:R:3 method="wB97M-V/def2-TZVPD" homo_energy_ev=-9.440 relative_energy_kcal_mol=69.7 lumo_ev=0.43
H -0.30364 -1.40614 2.56383
N 0.64189 -1.05090 2.40241
C 0.73286 -0.13060 1.53919
C -0.46080 0.82817 1.10764
O -1.67844 0.37569 1.63513
C -0.37976 0.63426 -0.38450
O -0.88186 1.60443 -1.16451
N 0.37648 -0.33596 -0.69214
C 0.66718 -0.77352 -2.03174
H 1.71806 0.25688 1.29885
H -0.32798 1.87785 1.38525
H -1.69805 -0.59396 1.56734
H -0.68312 1.42788 -2.09818
H -0.04933 -0.42129 -2.78670
H 0.66508 -1.86280 -2.02346
H 1.66144 -0.42998 -2.31840

Entry 8:
11
Properties=species:S:1:pos:R:3 method="wB97M-V/def2-TZVPD" homo_energy_ev="-9.533 / -9.532" relative_energy_kcal_mol=43.7 lumo_ev="-2.51 / -2.51"
C -0.07678 0.28940 -0.01472
C -1.49300 0.49464 -0.25804
N -2.12782 -0.10386 -1.31180
O -1.54732 -1.12933 -1.73886
O -3.20244 0.34327 -1.69070
S -2.57857 -1.10612 1.36410
Cl -3.02751 -2.65223 0.13835
Br -2.14259 2.18820 0.25135
H -0.00138 -0.75997 -0.54056
H 0.29838 0.29266 1.05812
H 0.62837 0.81404 -0.71516